# C20H18BCl36F9

13 unconnected molecules or ions with the total composition C20H18BCl36F9 at a distorted geometry (ωB97M-V with the def2-TZVPD basis set, the OMol25 dataset).

The geometry in XYZ format:
```
84
Properties=species:S:1:pos:R:3:forces:R:3:lowdin_charge:R:1
C 0.862 -3.657 2.193 -0.4457 1.1936 0.3906 -0.04
C 1.226 -2.582 2.647 -0.9739 -0.0680 -0.5208 -0.11
B 1.458 -1.063 2.854 0.5096 -0.1981 0.6284 -0.15
C 2.895 -0.386 2.986 -0.4654 -0.9439 -0.8675 -0.18
C 3.157 0.748 1.957 0.4898 0.0564 1.3882 -0.07
C 2.705 2.157 2.394 0.5725 -1.1950 -1.9172 -0.42
F 3.419 3.006 1.601 -0.0541 0.3701 -0.0275 0.10
F 3.052 2.464 3.656 -0.4281 -0.0413 0.2408 0.07
C 1.199 2.449 2.091 0.0993 1.0499 0.9785 -0.34
F 1.130 3.649 1.456 -0.1773 0.1982 -0.0377 0.12
F 0.656 1.566 1.260 0.2449 -0.5139 -0.0938 0.09
C 0.277 2.596 3.343 -0.4371 0.1740 -0.1573 -0.34
F 0.540 1.721 4.319 0.6124 -0.1494 0.0942 0.16
F -0.973 2.326 2.927 -0.2590 0.0177 -0.1072 0.16
C 0.219 4.043 3.955 -1.3785 -0.8851 -0.1961 -0.57
F -0.669 4.748 3.260 0.2749 0.5745 -0.5609 0.18
F 1.373 4.657 3.998 0.5481 0.2803 0.1136 0.22
F -0.311 3.933 5.169 0.4293 -0.0301 0.6537 0.18
H 0.375 -4.563 1.822 1.1106 1.5346 -0.1725 -0.10
H 0.502 -0.364 2.959 -0.2111 -0.2513 -0.1491 0.07
H 3.614 -1.175 2.756 0.1314 0.2910 0.1369 0.03
H 3.124 -0.103 4.021 -0.3822 0.1429 -0.3970 0.02
H 4.247 0.844 1.866 -0.1896 0.1036 -0.0303 0.13
H 2.787 0.514 0.957 -0.1430 0.1458 0.1730 0.13
C 0.975 4.736 -1.622 0.0134 0.0169 -0.0709 -1.52
Cl 2.378 3.818 -2.169 -0.0416 0.0084 0.0560 0.55
Cl 0.964 6.353 -2.339 -0.0062 0.0002 0.0259 0.56
Cl -0.518 3.877 -2.009 0.0818 0.0539 0.0867 0.53
H 1.037 4.842 -0.547 -0.0036 0.0053 -0.0370 -0.01
C -2.627 6.556 -3.411 -0.0592 0.0914 0.0084 -1.57
Cl -2.156 8.013 -4.288 0.0189 -0.0536 0.0122 0.53
Cl -3.473 6.970 -1.920 0.0511 -0.0481 -0.0237 0.53
Cl -3.630 5.514 -4.429 0.0122 -0.0316 -0.0102 0.51
H -1.729 6.011 -3.151 -0.0226 0.0072 -0.0167 -0.09
C 5.145 -3.538 0.776 -0.1113 0.1391 -0.0124 -1.53
Cl 6.213 -2.174 1.134 0.0102 -0.0587 0.0246 0.52
Cl 3.557 -3.301 1.523 0.8908 -0.5562 -0.6180 0.67
Cl 4.990 -3.767 -0.970 0.0133 -0.0196 0.0530 0.53
H 5.591 -4.431 1.201 -0.1733 0.2950 -0.2433 -0.10
C -0.507 -7.918 2.628 -0.2404 -0.1082 -0.0113 -1.49
Cl -1.601 -8.393 3.925 0.2071 -0.1559 -0.1899 0.51
Cl -1.110 -8.466 1.064 0.0617 0.0257 0.0302 0.54
Cl -0.278 -6.157 2.625 -0.5061 -1.5211 0.6032 0.63
H 0.455 -8.382 2.804 -0.0008 0.0690 -0.0127 0.02
C -4.857 -6.594 5.522 0.0605 0.0052 -0.0944 -1.54
Cl -5.577 -5.782 4.132 -0.0009 -0.0074 0.0499 0.53
Cl -5.046 -8.346 5.388 -0.0124 0.0216 0.0373 0.51
Cl -3.153 -6.163 5.683 -0.1857 0.2018 0.1965 0.50
H -5.376 -6.265 6.414 0.0067 -0.0198 -0.0263 0.01
C -5.822 2.146 -5.251 -0.1048 0.0076 -0.0488 -1.55
Cl -6.958 2.561 -3.964 0.0701 0.0113 0.0011 0.53
Cl -5.411 0.431 -5.194 -0.0410 0.0862 0.0285 0.49
Cl -6.482 2.586 -6.826 0.0121 -0.1034 0.0553 0.52
H -4.911 2.712 -5.095 -0.0223 -0.0206 0.0111 -0.01
C -1.583 -0.154 -2.377 0.1910 0.0033 0.0866 -1.54
Cl -0.462 -1.307 -3.110 0.0533 0.1324 0.0781 0.52
Cl -0.953 0.433 -0.838 -0.0742 -0.0877 -0.0394 0.56
Cl -1.896 1.199 -3.472 -0.0954 -0.0404 0.1419 0.49
H -2.521 -0.663 -2.191 0.0135 0.0191 -0.0364 -0.02
C -4.226 -3.537 -3.749 0.0839 -0.0295 0.0723 -1.52
Cl -3.463 -2.073 -4.376 -0.1767 -0.2176 -0.0932 0.49
Cl -3.161 -4.928 -3.951 -0.0448 0.0296 -0.0174 0.54
Cl -4.663 -3.327 -2.051 -0.0163 0.0181 -0.0356 0.54
H -5.132 -3.717 -4.315 0.0204 0.0132 0.0216 0.02
C -0.653 0.892 -7.121 -0.0228 -0.0446 -0.0348 -1.55
Cl -2.074 0.023 -6.542 0.0126 -0.0155 -0.3130 0.47
Cl 0.393 -0.175 -8.061 0.0082 0.0282 0.0517 0.53
Cl -1.130 2.298 -8.077 0.0117 0.0073 0.0605 0.53
H -0.095 1.240 -6.259 -0.0217 -0.0161 -0.0139 0.01
C 8.501 -4.789 3.592 0.0349 0.2305 0.0239 -1.52
Cl 7.137 -5.337 2.607 0.2741 -0.3231 0.2761 0.58
Cl 9.686 -3.945 2.596 -0.0269 -0.0600 0.0216 0.53
Cl 7.939 -3.755 4.906 -0.0005 -0.0540 -0.0297 0.53
H 8.977 -5.660 4.023 -0.0413 0.0010 -0.0303 0.01
C -6.577 6.330 -8.882 -0.0501 -0.0900 0.0853 -1.55
Cl -7.876 6.897 -7.830 0.0357 0.0200 -0.0316 0.52
Cl -5.269 5.626 -7.932 0.0832 0.1721 -0.0737 0.49
Cl -7.192 5.162 -10.055 0.0235 0.0325 -0.0056 0.52
H -6.184 7.181 -9.424 -0.0157 -0.0270 0.0078 0.01
C 5.052 0.260 7.056 0.0765 -0.0342 -0.0985 -1.52
Cl 4.343 1.064 5.654 0.2632 0.1255 0.4834 0.62
Cl 4.823 -1.488 6.950 -0.0206 0.0254 0.0139 0.53
Cl 6.765 0.657 7.203 -0.0449 0.0014 0.0250 0.53
H 4.544 0.616 7.944 0.0110 -0.0177 -0.0240 0.01
```
Forces are in eV/Å.

Its highest occupied orbital energy is -10.0 eV. The value obtained for the LUMO energy is -0.01201 hartree. Its total charge is 0.